# 1
Computed, not measured: C20H23N8PZr as an isolated structure, with ωB97M-V/def2-TZVPD.

```
! RIJCOSX wB97M-V def2-TZVPD def2/J DEFGRID3
* xyz 4 1
Zr 1.38223 0.96372 -0.77596
N -2.12075 3.34124 -1.97719
C -0.99360 2.94847 -1.47053
N -0.50085 1.69660 -1.60970
C -1.25851 0.76812 -2.38259
N -0.78780 -0.41091 -2.61816
N 0.47944 -0.56707 -2.10860
C 1.20835 -1.51923 -2.57944
C 2.59282 -1.56788 -2.12292
C 3.52680 -2.43005 -2.64744
C 4.85168 -2.32794 -2.20401
C 5.18355 -1.36399 -1.26554
C 4.19429 -0.51163 -0.79948
N 2.91665 -0.59505 -1.21823
C -2.53836 1.17801 -2.91898
C -3.34600 0.31638 -3.66829
C -4.54030 0.78108 -4.18556
C -4.94412 2.10119 -3.97467
C -4.15856 2.97546 -3.23884
C -2.96827 2.49577 -2.72274
H -2.40399 4.30895 -1.84219
H -0.42459 3.68650 -0.91329
H 0.81231 -2.20644 -3.32277
H 3.24049 -3.16595 -3.38813
H 5.60966 -2.99308 -2.60027
H 6.19715 -1.25576 -0.90314
H 4.43358 0.26435 -0.07730
H -3.02797 -0.70184 -3.84145
H -5.16686 0.11806 -4.76660
H -5.87872 2.45127 -4.39294
H -4.46859 4.00116 -3.08086
C 0.93058 -1.68292 4.40157
N 0.27392 -1.97000 3.15794
C -1.13843 -1.59114 3.21794
N -1.23365 -0.14564 3.40872
C -0.63801 0.23696 4.65628
N 0.81023 -0.20167 4.66226
C 1.77114 0.60477 4.45627
P 0.81458 0.27793 1.47532
C 0.91677 -1.63498 1.93782
C -0.94327 0.61548 2.23318
H 1.98216 -1.96282 4.41338
H 0.40452 -2.19077 5.20921
H -1.61457 -2.10170 4.05445
H -1.64425 -1.88458 2.29974
H -1.12721 -0.30586 5.46470
H -0.68343 1.30657 4.85186
H 2.77772 0.22480 4.31101
H 1.59619 1.67602 4.49093
H 1.96004 -1.94338 1.92316
H 0.37899 -2.11129 1.11892
H -1.64687 0.32157 1.45420
H -1.04833 1.68312 2.41894
*
```

The energy relative to the best compared isomer or geometry (same formula, charge and spin) comes out at 0.0 kcal/mol. The calculation puts the HOMO-LUMO gap at 5.8 eV. Its total energy is -43562.0244 eV. The value obtained for the HOMO energy is -0.720 hartree.

***

# 2
Computed, not measured: one molecule with the formula C20H23NO2, with ωB97M-V/def2-TZVPD.

```
! RIJCOSX wB97M-V def2-TZVPD def2/J DEFGRID3
* xyz 0 1
C -3.67405 -1.15476 0.12482
N -2.98457 0.10911 0.21032
C -3.82312 1.15985 0.76111
C -3.13665 2.52524 0.62646
C -1.62765 2.33433 0.53451
C -1.29113 1.56764 -0.74384
O -0.04681 0.89723 -0.52189
C 0.66221 0.53174 -1.58483
O 0.40349 0.84130 -2.71911
C 1.80873 -0.40245 -1.20438
C 2.92727 0.26784 -0.44719
C 2.70313 1.23563 0.52449
C 3.76514 1.80713 1.20426
C 5.06412 1.41857 0.92740
C 5.29633 0.45309 -0.03687
C 4.23577 -0.11562 -0.71875
C 1.15181 -1.54957 -0.45980
C 1.14529 -1.63341 0.92436
C 0.46063 -2.65580 1.55819
C -0.22999 -3.59986 0.81898
C -0.22634 -3.52284 -0.56348
C 0.46030 -2.50368 -1.19783
C -2.38414 0.52579 -1.03653
H -4.04815 -1.41826 1.11347
H -2.96988 -1.92203 -0.19479
H -4.52484 -1.13557 -0.57597
H -4.81103 1.19063 0.26551
H -3.98640 0.92072 1.81624
H -3.38577 3.15107 1.48336
H -3.48447 3.03890 -0.27200
H -1.10893 3.29326 0.55035
H -1.28690 1.73392 1.37854
H -1.17469 2.23498 -1.60638
H 2.21114 -0.77975 -2.15114
H 1.69494 1.54636 0.75028
H 3.57483 2.56048 1.95503
H 5.89083 1.86631 1.45882
H 6.30644 0.14287 -0.26093
H 4.42604 -0.86841 -1.47051
H 1.67739 -0.89973 1.50998
H 0.46288 -2.71138 2.63690
H -0.76955 -4.39229 1.31642
H -0.76185 -4.25599 -1.14957
H 0.45537 -2.44107 -2.27747
H -3.12346 0.94844 -1.73904
H -1.92372 -0.33991 -1.51749
*
```

The energy relative to the best compared isomer or geometry (same formula, charge and spin) comes out at 14.9 kcal/mol. The calculation puts the HOMO-LUMO gap at 9.4 eV. Its total energy is -26698.7982 eV. As for the structure (SMILES): CN1CCC[C@@H](OC(=O)C(c2ccccc2)c2ccccc2)C1. The value obtained for the HOMO energy is -0.313 hartree.

***

# 3
Computed, not measured: one molecule with the formula C20H23NO4, with ωB97M-V/def2-TZVPD.

```
! RIJCOSX wB97M-V def2-TZVPD def2/J DEFGRID3
* xyz 0 1
C 2.13987 5.95890 -5.28400
C 1.93305 4.45080 -5.25519
C 1.78752 3.93586 -3.82715
O 1.60873 2.53449 -3.88825
C 1.46552 1.83810 -2.73326
C 1.30742 0.45672 -2.86978
C 1.15825 -0.34429 -1.75972
C 1.15584 0.20275 -0.47936
C 0.99454 -0.66794 0.73871
C 2.21014 -1.61902 0.90074
C 1.95586 -2.49990 2.09853
O 1.38157 -3.55699 2.05567
O 2.41360 -1.95772 3.22286
N -0.23900 -1.42341 0.67710
C -0.88867 -1.78909 1.81212
O -0.59369 -1.34826 2.90032
C -2.01065 -2.79189 1.56362
C -2.97188 -2.82680 2.71455
C -2.59125 -3.40965 3.91636
C -3.45419 -3.41500 4.99679
C -4.70972 -2.84133 4.88662
C -5.09539 -2.25776 3.69254
C -4.22830 -2.24641 2.61398
C 1.31054 1.57349 -0.34952
C 1.46636 2.39028 -1.45667
H 1.29617 6.47047 -4.82610
H 2.23677 6.30611 -6.30906
H 3.04220 6.23261 -4.74169
H 2.78000 3.94590 -5.72205
H 1.03559 4.18314 -5.81471
H 2.68881 4.17788 -3.24652
H 0.92117 4.40835 -3.34330
H 1.30844 0.03823 -3.86377
H 1.04613 -1.41040 -1.89659
H 0.92384 -0.04966 1.64035
H 3.10870 -1.02510 1.05696
H 2.31556 -2.23977 0.01116
H 2.12137 -2.46688 3.99508
H -0.42906 -1.91989 -0.17893
H -1.52372 -3.76511 1.45039
H -2.52271 -2.54227 0.63261
H -1.61091 -3.85427 3.99981
H -3.14795 -3.86823 5.92851
H -5.38528 -2.84738 5.72964
H -6.07299 -1.80651 3.60103
H -4.53240 -1.78332 1.68520
H 1.30948 2.01808 0.63473
H 1.58473 3.45207 -1.31035
*
```

The energy relative to the best compared isomer or geometry (same formula, charge and spin) comes out at 13.3 kcal/mol. The calculation puts the HOMO-LUMO gap at 9.4 eV. Its total energy is -30794.6072 eV. As for the structure (SMILES): CCCOc1ccc([C@H](CC(=O)O)NC(=O)Cc2ccccc2)cc1. The value obtained for the HOMO energy is -0.318 hartree.

***

# 4
Computed, not measured: one molecule with the formula C20H23NO4, with ωB97M-V/def2-TZVPD.

```
! RIJCOSX wB97M-V def2-TZVPD def2/J DEFGRID3
* xyz 0 1
C -4.12827 -0.30661 -3.32497
C -3.16627 0.82271 -3.08532
O -2.06255 0.32747 -2.27163
C -0.96400 1.10552 -2.35453
O -0.86905 2.08526 -3.07413
N 0.05913 0.67642 -1.46645
C 1.36797 0.68269 -2.02884
C 1.79730 -0.68699 -2.49144
O 2.08533 1.66640 -2.10883
C -0.14169 0.43050 -0.08328
C 0.56289 1.50429 0.74587
C 0.76414 2.76903 0.18872
C 1.20109 3.83414 0.98173
C 1.43152 3.65726 2.34651
C 1.85938 4.80409 3.20897
C 1.25509 2.39030 2.90256
C 0.79389 1.33559 2.11632
C 0.06398 -1.04137 0.21104
C -0.86794 -1.91619 -0.36182
C -0.96048 -3.23123 0.05160
C -0.06316 -3.70578 1.03949
O -0.27073 -4.98146 1.46468
C 0.62976 -5.51492 2.45256
C 0.96028 -2.86126 1.52723
C 1.03913 -1.54685 1.06520
H -5.07149 0.09258 -3.70573
H -3.73505 -0.98373 -4.09138
H -4.33772 -0.88568 -2.42084
H -2.75695 1.20173 -4.02497
H -3.61292 1.64880 -2.52005
H 0.96875 -1.39680 -2.38246
H 2.10192 -0.63428 -3.54446
H 2.65239 -1.02839 -1.88676
H -1.22021 0.58174 0.08764
H 0.57397 2.94557 -0.86751
H 1.37644 4.80742 0.52366
H 2.46816 4.43872 4.04342
H 2.44182 5.53673 2.63932
H 0.99078 5.32613 3.63472
H 1.46747 2.23997 3.96227
H 0.59053 0.37251 2.58083
H -1.56605 -1.53679 -1.10963
H -1.70677 -3.91463 -0.34599
H 0.34957 -6.56525 2.51029
H 1.67673 -5.40846 2.13734
H 0.47639 -5.01736 3.41965
H 1.65902 -3.22180 2.28593
H 1.83651 -0.89774 1.42348
*
```

The energy relative to the best compared isomer or geometry (same formula, charge and spin) comes out at 57.2 kcal/mol. The calculation puts the HOMO-LUMO gap at 9.0 eV. Its total energy is -30792.7050 eV. As for the structure (SMILES): CCOC(=O)N(C(C)=O)[C@H](c1ccc(C)cc1)c1ccc(OC)cc1. The value obtained for the HOMO energy is -0.307 hartree.

***

# 5
Computed, not measured: one molecule with the formula C20H23NO4, with ωB97M-V/def2-TZVPD.

```
! RIJCOSX wB97M-V def2-TZVPD def2/J DEFGRID3
* xyz 0 1
C -6.34383 2.35051 0.20083
O -5.65282 3.60130 0.21049
N -4.25656 3.44062 -0.22508
C -3.42376 4.36895 -0.71242
C -1.93650 4.19686 -1.12661
C -1.06731 3.06038 -0.55441
C -0.31122 2.25828 -1.55124
O -0.35743 2.58991 -2.76535
O 0.37943 1.18288 -1.11408
C 0.84160 0.17391 -2.03814
C 1.35138 -0.98334 -1.12804
C 1.53172 -1.03221 0.24437
O 2.04951 -2.31740 0.48044
C 2.02706 -3.07778 -0.67151
C 2.50293 -4.51277 -0.74568
C 2.61766 -5.16558 0.62511
C 3.65669 -4.82254 1.39197
C 3.84272 -5.39977 2.65825
C 2.96193 -6.39502 3.01809
C 1.99363 -6.94956 2.17930
C 1.83735 -6.25737 0.95480
C 1.61571 -2.29273 -1.70931
C -0.84154 4.58310 -0.14248
C 0.27397 5.45799 -0.70511
C -1.15652 4.79027 1.39035
H -6.27355 1.92518 1.23142
H -7.45731 2.46111 0.02120
H -5.94552 1.62747 -0.46468
H -3.76036 5.34226 -0.82751
H -1.80861 4.50588 -2.15097
H -1.53324 2.33147 0.08559
H 1.50872 0.58439 -2.70016
H 0.02748 -0.04447 -2.66571
H 1.46537 -0.18676 0.96869
H 3.48153 -4.42701 -1.24828
H 1.82061 -5.19428 -1.32964
H 4.48832 -4.09273 1.13222
H 4.65786 -5.01959 3.27871
H 3.24811 -7.06933 3.90429
H 1.36287 -7.82964 2.28868
H 1.01425 -6.54707 0.34577
H 1.51764 -2.50305 -2.75550
H 1.15882 4.82063 -0.73921
H 0.56780 6.39888 -0.29337
H -0.11422 5.70444 -1.69499
H -0.80066 5.74366 1.81310
H -0.58514 3.99156 1.88483
H -2.17658 4.62812 1.75095
*
```

The energy relative to the best compared isomer or geometry (same formula, charge and spin) comes out at 194.7 kcal/mol. The calculation puts the HOMO-LUMO gap at 9.4 eV. Its total energy is -30786.7412 eV. As for the structure (SMILES): CO/N=C/[C@@H]1[C@@H](C(=O)OCc2coc(Cc3ccccc3)c2)C1(C)C. The value obtained for the HOMO energy is -0.317 hartree.

***

# 6
Computed, not measured: C20H23NO6PPtS as an isolated structure, with ωB97M-V/def2-TZVPD.

```
! RIJCOSX wB97M-V def2-TZVPD def2/J DEFGRID3
* xyz -1 1
Pt 0.78462 0.81563 0.11493
O 4.50558 -0.53713 0.67411
C 3.48029 0.12283 0.66479
O 2.79023 0.45834 -0.37031
C 2.96642 0.72661 1.96342
C 3.77330 0.77816 3.07816
C 3.35061 1.53026 4.16439
C 2.17416 2.24383 4.05812
C 1.40029 2.15527 2.90401
N 1.76773 1.33843 1.90755
C 0.17595 3.09877 2.77244
O -0.25395 3.52640 3.85584
O -0.23369 3.29131 1.61279
H 4.71573 0.25093 3.04443
H 3.95334 1.59120 5.06229
H 1.80614 2.89667 4.83586
C -2.18195 -1.42136 -1.06700
C -2.15436 -0.88423 0.35779
P -1.37442 0.74325 0.72250
C -2.42875 2.00360 -0.06024
C -3.88421 2.04586 0.39334
C -1.72731 0.85399 2.52672
C -2.89218 0.04849 3.10271
H -2.78410 -2.33285 -1.09665
H -1.18454 -1.66254 -1.42446
H -2.61395 -0.70518 -1.76599
H -1.63615 -1.59454 1.00924
H -3.17641 -0.81939 0.73800
H -2.35258 1.83929 -1.13685
H -1.92073 2.94365 0.16637
H -4.39449 1.09304 0.23699
H -4.42909 2.80362 -0.17203
H -3.96277 2.30742 1.44902
H -1.86548 1.91067 2.74922
H -0.80827 0.56311 3.03800
H -3.84055 0.27969 2.61712
H -2.99712 0.29814 4.15993
H -2.73310 -1.02756 3.03309
O 2.59943 -4.93816 -4.79434
C 1.92403 -3.91461 -5.37913
O 1.67522 -3.98177 -6.55380
C 1.53254 -2.77903 -4.50493
C 0.66919 -1.81878 -5.03327
C 0.25398 -0.74841 -4.27054
C 0.69076 -0.58887 -2.94682
S 0.06732 0.78779 -2.06646
C 1.56899 -1.54083 -2.42295
C 1.97784 -2.61321 -3.19385
H 2.67977 -4.77317 -3.84830
H 0.32826 -1.93807 -6.05310
H -0.42578 -0.01627 -4.68934
H 1.95611 -1.41207 -1.42268
H 2.68812 -3.29824 -2.74012
*
```

The energy relative to the best compared isomer or geometry (same formula, charge and spin) comes out at 0.0 kcal/mol. The calculation puts the HOMO-LUMO gap at 7.5 eV. Its total energy is -58265.2300 eV. The value obtained for the HOMO energy is -0.185 hartree.

***

# 7
Computed, not measured: C20H24BiCl5N6OS as an isolated structure, with ωB97M-V/def2-TZVPD.

```
! RIJCOSX wB97M-V def2-TZVPD def2/J DEFGRID3
* xyz 2 1
Bi 0.32451 -0.03347 -0.22489
C 1.31209 4.72732 -0.91947
C 1.34696 3.23351 -0.83783
N 0.54881 2.52681 -0.12622
N -0.45913 3.10046 0.58165
C -1.15915 2.41406 1.49982
N -2.16589 3.02570 2.09566
S -0.73444 0.83598 2.00164
C 2.37187 2.51194 -1.63524
C 3.16750 3.16983 -2.56512
C 4.08774 2.43590 -3.30295
C 4.21384 1.07816 -3.06970
C 3.38257 0.50040 -2.11905
N 2.48244 1.19198 -1.43554
H 0.96226 5.04687 -1.90315
H 2.31663 5.12441 -0.77856
H 0.67955 5.18735 -0.16459
H -0.75048 4.04295 0.35969
H -2.45209 3.96577 1.86921
H -2.70463 2.52507 2.78352
H 3.08572 4.23386 -2.73218
H 4.70341 2.92153 -4.04750
H 4.93845 0.48593 -3.60983
H 3.43980 -0.56167 -1.90149
Cl -5.03344 -0.37187 -5.39745
C -4.02091 -0.09063 -4.04855
C -2.64627 -0.28651 -4.15320
Cl -1.94937 -0.79782 -5.63018
C -1.83694 -0.04362 -3.04825
Cl -0.13024 -0.32539 -3.13910
C -2.34868 0.41895 -1.84046
O -1.59268 0.73079 -0.78147
C -3.73611 0.58745 -1.74599
Cl -4.37674 1.13618 -0.25006
C -4.56751 0.33581 -2.83315
Cl -6.25495 0.54752 -2.67855
C 2.40822 -1.59109 2.84422
C 1.81770 -2.61161 1.87638
N 0.45713 -3.05469 2.18881
C 0.34255 -3.84041 3.43273
C -0.47528 -3.13450 4.51223
C -0.58001 -2.93839 1.35150
C -1.67750 -3.95834 1.46474
N -0.66144 -2.04961 0.37646
H 3.38786 -1.27050 2.48868
H 2.54771 -2.02641 3.83302
H 1.77379 -0.71721 2.95797
H 2.44592 -3.50546 1.88717
H 1.83341 -2.24450 0.85128
H 1.35388 -3.98573 3.80538
H -0.06573 -4.82736 3.21662
H -0.16274 -2.09458 4.61261
H -0.32052 -3.63581 5.46678
H -1.54419 -3.14875 4.31005
H -1.24178 -4.95373 1.37011
H -2.40550 -3.82378 0.66953
H -2.20102 -3.91047 2.41557
H -1.47703 -2.20858 -0.20337
*
```

The energy relative to the best compared isomer or geometry (same formula, charge and spin) comes out at 0.0 kcal/mol. The calculation puts the HOMO-LUMO gap at 7.0 eV. Its total energy is -111392.0128 eV. The value obtained for the HOMO energy is -0.490 hartree.

***

# 8
Computed, not measured: a 3-piece molecular cluster, C20H24BrF16O4 overall, with ωB97M-V/def2-TZVPD.

```
! RIJCOSX wB97M-V def2-TZVPD def2/J DEFGRID3
* xyz -1 1
C -0.39723 2.71265 -2.98553
C 0.00473 1.46780 -3.19342
C 0.66202 0.02408 -3.15380
C -0.23670 -0.81010 -2.06453
C -0.17689 -0.19572 -0.57516
C 0.81164 -0.96523 0.43831
Br 0.10478 -0.57658 2.29916
O 2.01378 -0.01309 -2.60617
C 2.51384 1.25636 -2.15373
C 4.02100 0.95229 -1.57011
O 4.06328 1.08530 -0.12328
C 4.13726 2.47733 0.29195
C 2.80936 2.97618 1.09472
H -0.85164 3.74059 -2.74377
H -1.30365 -0.99583 -2.45858
H 0.26548 -1.86054 -2.01956
H -1.24887 -0.30572 -0.13243
H 0.07082 0.92083 -0.51497
H 1.88012 -0.56899 0.32240
H 0.69658 -2.09064 0.26712
H 2.69523 2.03011 -3.00462
H 1.94847 1.71166 -1.25647
H 4.77763 1.65636 -2.10936
H 4.32182 -0.11683 -1.90208
H 4.28249 3.15819 -0.62444
H 5.04121 2.64270 0.98141
H 1.92546 2.27731 0.86747
H 2.99305 2.99573 2.23566
H 2.54167 4.01085 0.67183
C -0.75639 1.72407 6.72933
C -1.61052 1.74854 5.44539
C -1.03931 2.57018 4.28817
F -0.89625 3.87414 4.60120
F -1.87143 2.52569 3.21663
F -2.86899 2.14705 5.75886
F -1.72473 0.45438 5.02131
O -1.12860 2.63280 7.77635
C -0.63355 3.95427 7.68486
C -1.74533 4.99366 7.49782
F -2.47255 4.75518 6.38526
F -1.22514 6.23883 7.36273
F 0.31198 4.01616 6.72777
F 0.00818 4.19156 8.85555
H -0.90835 0.73564 7.17401
H 0.31576 1.76691 6.51742
H -0.06828 2.18079 3.96713
H -2.42724 4.99138 8.35166
C -1.37455 -4.87630 -6.31603
C -2.01161 -3.52482 -5.93389
C -1.23666 -2.68951 -4.91452
F -1.09545 -3.32063 -3.73078
F -1.89277 -1.53165 -4.65474
F -3.28820 -3.73931 -5.52612
F -2.10534 -2.79132 -7.08460
O -1.87418 -6.04383 -5.64719
C -1.32102 -6.34326 -4.38023
C -2.34858 -6.24929 -3.24581
F -2.89773 -5.01859 -3.16762
F -1.76669 -6.49241 -2.04546
F -0.23400 -5.57753 -4.17107
F -0.86530 -7.61802 -4.46673
H -1.63264 -5.04550 -7.36623
H -0.28150 -4.83949 -6.30528
H -0.24234 -2.42763 -5.28975
H -3.15743 -6.96916 -3.39340
*
```

The calculation puts the HOMO-LUMO gap at 4.4 eV. Its total energy is -142834.8976 eV. The value obtained for the HOMO energy is -0.082 hartree.

***

For each record above, in turn, the calculated largest force on an atom values are 0.757; 0.647; 0.750; 3.254; 4.594; 0.287; 0.659; 5.191 eV/A.